--- one ---
The following is a quantum chemistry calculation of a cluster of 2 separate species, C2H8NO2 in total, from the OMol25 dataset.

```
! wB97M-V def2-TZVPD RIJCOSX def2/J DEFGRID3
* xyz -1 1
H 1.41 -0.06 -0.82
H 1.99 0.49 2.05
C -0.59 -0.77 -1.13
H 0.33 0.84 -1.69
H -1.19 -1.00 0.95
C -1.05 -0.12 0.24
H 0.70 0.98 1.81
O 1.52 1.14 2.47
H -1.95 0.51 0.15
H -0.43 -1.88 -1.14
O 0.00 0.62 0.61
N 0.63 -0.16 -1.59
H -1.37 -0.58 -1.90
*
```

Values from the calculation:
- LUMO (eV) = 4.61
- gap between HOMO and LUMO (eV) = 7.99
- HOMO energy (eV) = -3.39

--- two ---
The following is a quantum chemistry calculation of a cluster of 2 separate species, C2H8NO2 in total, from the OMol25 dataset.

```
! wB97M-V def2-TZVPD RIJCOSX def2/J DEFGRID3
* xyz -1 1
H -2.80 0.87 -0.01
N -0.79 0.31 -0.43
O 1.47 0.51 -1.91
O 0.45 -1.53 2.67
H 0.49 -1.12 -1.56
H -0.99 -0.61 -0.04
H 0.20 -0.61 2.56
C -1.77 1.24 0.04
H -1.72 2.17 -0.54
H 0.28 -1.78 1.78
H 1.21 -0.27 -0.04
H -1.66 1.62 1.08
C 0.84 -0.21 -1.07
*
```

Values from the calculation:
- LUMO (eV) = 4.16
- gap between HOMO and LUMO (eV) = 6.72
- HOMO energy (eV) = -2.56

--- three ---
The following is a quantum chemistry calculation of a cluster of 2 separate species, C2H8NO2 in total, from the OMol25 dataset.

```
! wB97M-V def2-TZVPD RIJCOSX def2/J DEFGRID3
* xyz -1 1
H -0.54 -1.01 -0.69
N -1.15 -0.30 -1.11
H -0.73 -0.04 -2.00
H -1.82 0.69 0.60
H 1.10 -0.89 0.46
O 0.91 0.38 0.98
H 0.90 -2.43 0.91
H 0.06 2.25 0.85
O 1.18 -1.95 0.12
C 0.22 1.33 0.25
H 0.79 1.62 -0.67
H -1.59 1.73 -0.82
C -1.16 0.89 -0.25
*
```

Values from the calculation:
- LUMO (eV) = 4.63
- gap between HOMO and LUMO (eV) = 8.01
- HOMO energy (eV) = -3.37

--- four ---
The following is a quantum chemistry calculation of a cluster of 2 separate species, C2H8NO2 in total, from the OMol25 dataset.

```
! wB97M-V def2-TZVPD RIJCOSX def2/J DEFGRID3
* xyz -1 1
H 0.26 -0.06 2.22
O 0.98 -0.93 -1.45
H 1.04 1.21 -1.74
H 1.91 0.46 -0.29
C -1.42 -0.15 -0.64
H -2.10 -0.43 0.35
H -0.90 -1.03 -0.89
C 0.98 0.29 -0.94
H -2.05 0.42 -1.36
H -0.45 1.59 -0.09
H 1.36 -1.15 2.16
N -0.24 0.63 -0.08
O 0.63 -0.84 2.76
*
```

Values from the calculation:
- LUMO (eV) = 4.51
- gap between HOMO and LUMO (eV) = 7.12
- HOMO energy (eV) = -2.61

Energy above the most stable structure, in hartree: one 0.0409; two 0.0859; three 0.0000; four 0.0539

--- one ---
The following is a quantum chemistry calculation of a structure of composition C2H8NO2, from the OMol25 dataset.

```
! wB97M-V def2-TZVPD RIJCOSX def2/J DEFGRID3
* xyz -1 1
C -0.60 -1.13 0.14
H 2.01 0.91 0.40
H -0.22 0.74 1.05
H -0.87 -1.41 -0.88
O 1.62 -0.03 0.59
O 1.88 2.35 -0.18
C 0.21 0.11 0.30
N -2.29 -1.47 -0.54
H -2.53 -0.66 -0.97
H -1.65 -1.09 0.59
H 0.20 0.68 -0.64
H 2.44 2.99 -0.53
H -0.18 -1.99 0.67
*
```

Values from the calculation:
- LUMO (eV) = 3.74
- gap between HOMO and LUMO (eV) = 7.19
- HOMO energy (eV) = -3.44

--- two ---
The following is a quantum chemistry calculation of a cluster of 2 separate species, C2H8NO2 in total, from the OMol25 dataset.

```
! wB97M-V def2-TZVPD RIJCOSX def2/J DEFGRID3
* xyz -1 1
C -0.89 0.35 0.52
H 1.44 -0.60 2.68
H -1.13 -0.78 -1.02
N -0.34 -0.37 -0.58
C 0.25 0.44 -1.72
O -0.56 1.28 -2.47
H -1.21 1.40 0.36
H 1.03 -1.23 1.45
H 0.81 -0.42 -2.28
H -0.27 0.44 1.43
O 1.68 -1.36 2.08
H 0.98 0.98 -1.27
H -1.79 -0.14 0.81
*
```

Values from the calculation:
- LUMO (eV) = 3.91
- gap between HOMO and LUMO (eV) = 6.35
- HOMO energy (eV) = -2.44

--- three ---
The following is a quantum chemistry calculation of a cluster of 2 separate species, C2H8NO2 in total, from the OMol25 dataset.

```
! wB97M-V def2-TZVPD RIJCOSX def2/J DEFGRID3
* xyz -1 1
C 0.05 0.07 -1.87
H 0.14 1.16 -2.05
O 0.89 -0.30 -0.85
N -1.37 -0.24 -1.65
O -0.37 -0.10 1.28
H 0.42 1.04 2.80
H -1.38 -1.06 -1.06
H 0.68 -0.69 2.98
H 0.34 -0.48 -2.78
H -1.78 0.49 -1.09
H 0.18 -0.24 0.30
C 0.62 0.12 2.24
H 1.58 0.24 1.75
*
```

Values from the calculation:
- LUMO (eV) = 4.52
- gap between HOMO and LUMO (eV) = 7.98
- HOMO energy (eV) = -3.47

--- four ---
The following is a quantum chemistry calculation of a cluster of 2 separate species, C2H8NO2 in total, from the OMol25 dataset.

```
! wB97M-V def2-TZVPD RIJCOSX def2/J DEFGRID3
* xyz -1 1
H -0.47 1.59 -1.47
H 1.51 0.72 0.54
O -0.06 -0.57 0.16
H 0.05 -1.75 0.20
H -0.37 -3.37 0.71
H 0.75 2.60 -0.61
N -1.02 1.93 0.53
H 1.46 0.04 -1.19
C 0.07 1.70 -0.54
H -0.95 2.70 1.21
H -1.51 1.04 0.87
C 0.90 0.37 -0.29
O 0.16 -3.13 -0.03
*
```

Values from the calculation:
- LUMO (eV) = 4.28
- gap between HOMO and LUMO (eV) = 8.06
- HOMO energy (eV) = -3.78

Energy above the most stable structure, in hartree: one 0.2110; two 0.0368; three 0.0000; four 0.0286

--- one ---
The following is a quantum chemistry calculation of a cluster of 2 separate species, C5H14 in total, from the OMol25 dataset.

```
! wB97M-V def2-TZVPD RIJCOSX def2/J DEFGRID3
* xyz -1 2
C 2.76 -1.15 0.28
C -1.78 0.86 0.14
H -0.42 -0.06 -1.36
H 3.32 -1.74 -0.45
H -3.40 -0.37 0.83
C -1.41 0.37 -1.25
H 1.53 0.63 0.04
H 3.40 -1.23 1.17
H 1.77 -1.60 0.41
H 2.82 0.46 -1.20
H -2.13 -0.11 2.09
H -2.16 -0.33 -1.63
C 2.55 0.30 -0.16
H -1.95 -1.26 0.73
H 3.18 0.92 0.50
H -0.99 1.37 0.68
H -1.36 1.18 -1.99
C -2.32 -0.28 1.03
H -2.57 1.61 0.03
*
```

Values from the calculation:
- <S²> = 0.75
- LUMO (alpha / beta) (eV) = 4.36 / 4.40
- gap between HOMO and LUMO (alpha / beta) (eV) = 2.78 / 12.15
- HOMO energy (alpha / beta) (eV) = 1.58 / -7.75

--- two ---
The following is a quantum chemistry calculation of a cluster of 2 separate species, C5H14 in total, from the OMol25 dataset.

```
! wB97M-V def2-TZVPD RIJCOSX def2/J DEFGRID3
* xyz -1 2
H -2.06 -0.82 -1.57
C 2.11 0.20 -0.44
H -2.70 0.70 1.99
H 4.16 -0.03 -1.00
H -0.92 -0.27 1.21
H 1.47 0.65 0.32
H 3.88 1.40 -0.03
C -1.41 -0.26 -0.90
H -1.65 0.76 -1.24
H 4.00 -0.17 0.74
H -0.34 -0.27 -1.12
H 1.96 0.79 -1.35
C -1.71 -0.59 0.54
H -1.86 -1.67 0.64
C 3.60 0.35 -0.14
H -3.52 0.66 0.40
C -2.99 0.07 1.16
H -3.76 -0.67 1.37
H 1.75 -0.82 -0.57
*
```

Values from the calculation:
- <S²> = 0.75
- LUMO (alpha / beta) (eV) = 4.06 / 4.01
- gap between HOMO and LUMO (alpha / beta) (eV) = 2.56 / 11.81
- HOMO energy (alpha / beta) (eV) = 1.50 / -7.81

Energy above the most stable structure, in hartree: one 0.0000; two 0.0040

--- one ---
The following is a quantum chemistry calculation of an isolated molecule of CH5IOSi, from the OMol25 dataset.

```
! wB97M-V def2-TZVPD RIJCOSX def2/J DEFGRID3
* xyz 0 1
H -0.84 1.47 -0.98
H -1.70 -0.09 -0.91
H -0.04 -0.19 2.56
O 0.12 0.43 1.76
Si 0.54 -0.07 0.29
H 1.75 0.62 0.11
H -0.20 -0.05 -1.98
I 1.08 -2.45 0.23
C -0.72 0.33 -1.08
*
```

Values from the calculation:
- SMILES = C[Si@@H](O)I
- LUMO (eV) = 0.56
- gap between HOMO and LUMO (eV) = 10.25
- HOMO energy (eV) = -9.69

--- two ---
The following is a quantum chemistry calculation of a cluster of 2 separate species, CH5IOSi in total, from the OMol25 dataset.

```
! wB97M-V def2-TZVPD RIJCOSX def2/J DEFGRID3
* xyz 0 1
C -0.78 -1.14 0.10
H -1.67 -1.50 0.48
I 3.56 -0.28 -0.01
H 0.10 1.73 -1.49
H -0.92 -1.13 -0.98
H 0.15 2.45 1.04
O -0.69 0.23 0.42
Si 0.33 1.39 -0.09
H -0.08 -1.76 0.53
*
```

Values from the calculation:
- LUMO (alpha / beta) (eV) = -2.04 / -2.04
- gap between HOMO and LUMO (alpha / beta) (eV) = 6.53 / 6.53
- HOMO energy (alpha / beta) (eV) = -8.57 / -8.57

Energy above the most stable structure, in hartree: one 0.0000; two 0.1309

--- one ---
The following is a quantum chemistry calculation of an isolated molecule of CH5IOSi, from the OMol25 dataset.

```
! wB97M-V def2-TZVPD RIJCOSX def2/J DEFGRID3
* xyz 0 1
H -0.13 1.82 -0.13
Si 0.46 -0.65 0.26
O 0.22 -1.47 -1.08
H 0.26 -1.42 1.57
H 0.19 -0.94 -1.85
H -1.38 1.07 1.14
H -1.47 0.50 -0.50
I 2.65 0.32 0.39
C -0.80 0.77 0.20
*
```

Values from the calculation:
- SMILES = C[Si@@H](O)I
- LUMO (eV) = 0.59
- gap between HOMO and LUMO (eV) = 10.32
- HOMO energy (eV) = -9.73

--- two ---
The following is a quantum chemistry calculation of a cluster of 2 separate species, CH5IOSi in total, from the OMol25 dataset.

```
! wB97M-V def2-TZVPD RIJCOSX def2/J DEFGRID3
* xyz 0 1
C -1.05 1.30 0.13
H -1.12 1.94 1.02
H 0.16 -2.46 -1.08
Si 0.96 -1.71 -0.07
H -1.71 1.57 -0.57
H 1.74 -2.50 0.86
I 2.36 0.28 -0.43
O -1.30 -0.02 0.23
H -0.03 1.60 -0.09
*
```

Values from the calculation:
- LUMO (eV) = -1.65
- gap between HOMO and LUMO (eV) = 6.83
- HOMO energy (eV) = -8.48

Energy above the most stable structure, in hartree: one 0.0000; two 0.1933

--- one ---
The following is a quantum chemistry calculation of a cluster of 2 separate species, C5H9P in total, from the OMol25 dataset.

```
! wB97M-V def2-TZVPD RIJCOSX def2/J DEFGRID3
* xyz 0 1
P -0.38 1.62 1.88
C 0.93 -1.69 0.08
C 0.81 -0.66 0.89
H 0.60 2.38 -0.24
H 1.85 -2.20 0.32
H -1.23 1.77 -0.60
C -0.08 -2.16 -0.85
H -1.26 -0.43 -0.99
C -1.17 -1.52 -1.21
H 0.35 -3.00 -1.50
H 0.81 2.29 2.21
H 1.70 -0.27 1.60
C -0.48 2.38 0.09
H -1.75 -1.89 -2.04
H -0.68 3.40 0.36
*
```

Values from the calculation:
- LUMO (alpha / beta) (eV) = -0.52 / -0.42
- gap between HOMO and LUMO (alpha / beta) (eV) = 8.21 / 7.79
- HOMO energy (alpha / beta) (eV) = -8.73 / -8.22

--- two ---
The following is a quantum chemistry calculation of a structure of composition C5H9P, from the OMol25 dataset.

```
! wB97M-V def2-TZVPD RIJCOSX def2/J DEFGRID3
* xyz 0 1
H 1.22 -0.66 1.65
H -0.50 2.68 -0.15
C -1.14 1.81 -0.10
C 1.10 0.21 1.02
H -1.61 -1.62 -0.81
H 2.21 1.44 -0.42
H -1.28 -1.67 0.93
H -2.01 1.84 -0.74
H -2.55 -0.58 0.31
C 1.15 -0.42 -0.89
H 3.11 -0.03 0.09
P -0.36 0.32 -0.07
C -1.58 -1.02 0.10
C 2.12 0.41 -0.09
H 1.30 -1.50 -0.87
*
```

Values from the calculation:
- LUMO (alpha / beta) (eV) = 0.42 / 0.42
- gap between HOMO and LUMO (alpha / beta) (eV) = 8.06 / 8.07
- HOMO energy (alpha / beta) (eV) = -7.65 / -7.65

Energy above the most stable structure, in hartree: one 0.0532; two 0.0000